# 1
CH3IO2 | ωB97M-V with the def2-TZVPD basis set

LUMO energy (spin up / spin down): -0.288 / -0.288 eV
E_HOMO (spin up / spin down): -9.56 / -9.56 eV
ΔE to the lowest compared entry with this formula, charge and spin: 3.109 eV
frontier orbital gap (spin up / spin down): 9.2752 / 9.2745 eV
maximum force: 3.44 eV Å⁻¹
multiplicity: 1

CARTESIAN COORDINATES (ANGSTROEM)
C (0.35, -0.48, 0.37)
O (-0.33, -1.34, -0.35)
O (-0.51, 1.32, -0.33)
I (2.21, 0.20, -0.30)
H (0.18, -0.48, 1.52)
H (-0.63, -0.74, -1.11)
H (-1.27, 1.52, 0.20)

For each atom in turn, the Löwdin charge in e is: C -0.6956; O -0.0821; O -0.3432; I 0.9041; H 0.1088; H 0.1472; H -0.0392

=====

# 2
C2F6NO4S2Sn | ωB97M-V with the def2-TZVPD basis set

LUMO energy: 3.045 eV
E_HOMO: -3.48 eV
frontier orbital gap: 6.5234 eV
maximum force: 9.94 eV Å⁻¹
multiplicity: 1
total charge: -1

CARTESIAN COORDINATES (ANGSTROEM)
O (-1.45, -0.70, 1.42)
Sn (-1.52, 0.66, 0.25)
N (-1.19, 1.07, -1.72)
S (0.03, -1.38, 1.64)
O (0.42, -1.33, 3.09)
C (-0.46, -3.18, 1.45)
F (0.63, -3.94, 1.58)
F (-0.99, -3.41, 0.25)
F (-1.34, -3.54, 2.38)
S (-0.36, 2.24, -1.25)
O (-0.14, 2.09, 0.28)
O (-0.59, 3.63, -1.70)
C (1.41, 2.00, -1.81)
F (1.88, 0.84, -1.36)
F (1.46, 1.98, -3.14)
F (2.21, 2.96, -1.36)

Atom charges from the Löwdin analysis, given in e for atoms 1 to 8: O -0.7143; Sn 0.9490; N -0.4167; S 0.8869; O -0.4721; C -0.7735; F 0.1119; F 0.1161

=====

# 3
C41H59Cl3N3OP2Pd | ωB97M-V with the def2-TZVPD basis set

LUMO energy (spin up / spin down): -7.507 / -10.500 eV
E_HOMO (spin up / spin down): -15.57 / -16.22 eV
ΔE to the lowest compared entry with this formula, charge and spin: 0.000 eV
frontier orbital gap (spin up / spin down): 8.0633 / 5.7172 eV
maximum force: 0.50 eV Å⁻¹
multiplicity: 5
total charge: +3

CARTESIAN COORDINATES (ANGSTROEM)
Pd (-0.63, 0.07, -0.34)
Cl (-7.76, -2.12, -0.70)
C (-6.15, -1.86, -0.28)
C (-5.36, -1.00, -1.08)
C (-4.06, -0.81, -0.75)
Cl (-3.04, 0.21, -1.71)
C (-3.44, -1.44, 0.40)
O (-2.23, -1.27, 0.69)
C (-4.31, -2.29, 1.19)
Cl (-3.63, -3.06, 2.56)
C (-5.62, -2.50, 0.86)
H (-5.80, -0.53, -1.95)
H (-6.24, -3.15, 1.45)
C (1.24, -6.61, 0.49)
C (2.09, -5.53, 1.17)
C (3.57, -5.71, 0.83)
C (1.67, -4.14, 0.80)
C (1.44, -3.17, 1.77)
C (1.20, -1.85, 1.46)
C (0.89, -0.95, 2.65)
C (-0.39, -1.49, 3.30)
C (1.98, -0.88, 3.73)
C (1.16, -1.42, 0.06)
C (1.10, -2.50, -0.93)
C (1.44, -3.77, -0.53)
C (0.53, -2.39, -2.33)
C (-0.97, -2.75, -2.26)
C (1.18, -3.32, -3.36)
C (1.82, -0.05, -0.10)
C (2.90, 0.16, 0.79)
C (3.48, 1.38, 1.01)
C (2.99, 2.52, 0.36)
C (2.00, 2.35, -0.58)
C (1.46, 1.08, -0.90)
P (0.56, 1.03, -2.46)
C (1.93, 0.85, -3.78)
C (2.91, 2.02, -3.60)
C (1.29, 0.86, -5.17)
C (2.73, -0.44, -3.61)
C (-0.43, 2.58, -2.77)
C (-1.09, 3.06, -1.47)
C (0.29, 3.79, -3.39)
C (-1.51, 2.13, -3.79)
H (1.53, -7.58, 0.87)
H (1.39, -6.62, -0.59)
H (0.17, -6.47, 0.69)
H (1.97, -5.62, 2.25)
H (3.73, -5.67, -0.25)
H (3.91, -6.68, 1.18)
H (4.19, -4.94, 1.30)
H (1.47, -3.47, 2.81)
H (0.70, 0.06, 2.27)
H (-0.18, -2.42, 3.83)
H (-1.18, -1.67, 2.58)
H (-0.76, -0.80, 4.06)
H (2.32, -1.88, 4.01)
H (1.56, -0.44, 4.64)
H (2.85, -0.30, 3.45)
H (1.47, -4.55, -1.28)
H (0.61, -1.36, -2.68)
H (-1.08, -3.81, -2.01)
H (-1.43, -2.58, -3.23)
H (-1.50, -2.18, -1.50)
H (0.90, -4.36, -3.20)
H (2.27, -3.26, -3.35)
H (0.83, -3.05, -4.35)
H (3.30, -0.70, 1.30)
H (4.33, 1.45, 1.67)
H (3.43, 3.49, 0.53)
H (1.70, 3.20, -1.16)
H (2.45, 3.01, -3.58)
H (3.58, 1.99, -4.45)
H (3.52, 1.90, -2.70)
H (0.86, 1.82, -5.44)
H (0.52, 0.09, -5.26)
H (2.06, 0.64, -5.90)
H (3.00, -0.65, -2.57)
H (3.67, -0.31, -4.16)
H (2.22, -1.29, -4.04)
H (-0.37, 3.60, -0.85)
H (-1.54, 2.27, -0.86)
H (-1.89, 3.76, -1.73)
H (1.04, 4.23, -2.74)
H (-0.47, 4.55, -3.56)
H (0.75, 3.57, -4.35)
H (-1.80, 1.08, -3.71)
H (-1.16, 2.29, -4.81)
H (-2.41, 2.74, -3.66)
C (-2.92, 3.75, 4.29)
N (-1.61, 3.13, 4.56)
C (-0.51, 4.10, 4.59)
N (-0.44, 4.61, 3.23)
C (-1.72, 5.21, 2.86)
N (-2.83, 4.27, 2.94)
C (-2.73, 3.21, 1.94)
P (-1.18, 2.20, 2.04)
C (-1.34, 1.89, 3.92)
C (0.01, 3.61, 2.28)
H (-3.08, 4.55, 5.00)
H (-3.69, 2.99, 4.38)
H (0.42, 3.60, 4.89)
H (-0.75, 4.90, 5.29)
H (-1.65, 5.60, 1.84)
H (-1.92, 6.04, 3.54)
H (-2.77, 3.66, 0.94)
H (-3.60, 2.55, 2.02)
H (-0.41, 1.46, 4.28)
H (-2.17, 1.20, 4.09)
H (0.16, 4.09, 1.30)
H (0.98, 3.20, 2.58)

Atom charges from the Löwdin analysis, given in e for atoms 1 to 8: Pd 0.6346; Cl 0.8606; C -0.6241; C -0.0843; C -0.5124; Cl 0.8406; C -0.4294; O -0.1024

=====

# 4
C5H10N2O2 | ωB97M-V with the def2-TZVPD basis set

LUMO energy: 0.683 eV
E_HOMO: -9.00 eV
ΔE to the lowest compared entry with this formula, charge and spin: 2.529 eV
frontier orbital gap: 9.6790 eV
maximum force: 3.05 eV Å⁻¹
structure (SMILES): CC(=O)C(=O)NN(C)C
multiplicity: 1

CARTESIAN COORDINATES (ANGSTROEM)
C (-2.36, -0.31, -0.68)
C (-1.47, -0.25, 0.54)
O (-1.48, -1.06, 1.44)
C (-0.94, 1.23, 0.77)
O (-1.59, 2.14, 1.23)
N (0.32, 1.25, 0.32)
N (0.80, -0.14, -0.03)
C (1.62, -0.69, 1.04)
C (1.47, -0.16, -1.32)
H (-3.16, 0.41, -0.56)
H (-1.79, -0.03, -1.57)
H (-2.78, -1.31, -0.79)
H (1.00, 1.95, 0.61)
H (1.03, -0.69, 1.96)
H (1.89, -1.71, 0.79)
H (2.53, -0.10, 1.20)
H (1.69, -1.20, -1.59)
H (0.82, 0.27, -2.07)
H (2.41, 0.40, -1.29)

Atom charges from the Löwdin analysis, given in e for atoms 1 to 8: C -0.0011; C -0.3893; O 0.0793; C -0.4491; O 0.0930; N 0.1209; N -0.2409; C -0.0715

=====

# 5
C2H4ClN | ωB97M-V with the def2-TZVPD basis set

LUMO energy: 0.419 eV
E_HOMO: -8.95 eV
ΔE to the lowest compared entry with this formula, charge and spin: 3.475 eV
frontier orbital gap: 9.3671 eV
maximum force: 3.63 eV Å⁻¹
multiplicity: 1

CARTESIAN COORDINATES (ANGSTROEM)
C (-1.31, 0.38, 0.45)
C (1.14, -0.38, -0.58)
N (-0.91, 0.39, -0.75)
Cl (1.32, -0.32, 1.07)
H (-2.26, 0.60, 0.84)
H (-0.74, 0.20, 1.39)
H (1.46, 0.44, -1.22)
H (1.29, -1.32, -1.19)

For each atom in turn, the Löwdin charge in e is: C -0.2604; C -0.5341; N 0.0313; Cl 0.6539; H 0.0443; H -0.0152; H 0.0222; H 0.0581